Version a
# C2H8N2S

A 2-piece molecular cluster, C2H8N2S overall (ωB97M-V with the def2-TZVPD basis set, OMol25).

XYZ file:
```
13
Properties=species:S:1:pos:R:3:nbo_charge:R:1
C -1.15 -0.08 -2.04 -0.408
C 0.60 -0.14 2.34 0.005
N -0.85 0.53 -0.82 -0.845
N 0.11 0.81 1.73 -0.649
S 1.88 -1.32 1.89 -0.072
H -0.62 -1.07 -2.17 0.186
H -2.24 -0.19 -2.32 0.170
H -0.58 0.51 -2.83 0.193
H 0.51 -0.26 3.43 0.169
H 2.07 -2.19 3.02 0.155
H -1.39 0.41 -0.01 0.370
H 0.45 1.05 0.79 0.379
H -0.94 1.46 -0.98 0.347
```

Results
M = 92.17 g mol⁻¹
multiplicity = 1
highest occupied orbital energy = -9.15 eV
frontier orbital gap = 9.870 eV
charge = 0

=====

Version b
# C2H8N2S

A 2-piece molecular cluster, C2H8N2S overall (ωB97M-V with the def2-TZVPD basis set, OMol25).

XYZ file:
```
13
Properties=species:S:1:pos:R:3:nbo_charge:R:1
S 2.59 1.02 1.86 -0.484
H 2.63 0.21 2.92 0.120
C -0.98 0.17 -1.03 -0.036
C -0.05 -0.42 -0.29 -0.123
N -0.06 -0.23 1.13 -0.805
N -1.05 0.12 -2.44 -0.804
H -1.79 0.72 -0.58 0.185
H 0.84 -0.93 -0.62 0.209
H 1.23 0.59 1.47 0.232
H -0.83 0.35 1.45 0.380
H 0.01 -1.04 1.72 0.386
H -0.55 -0.67 -2.80 0.369
H -1.99 0.11 -2.78 0.371
```

Results
M = 92.17 g mol⁻¹
multiplicity = 1
highest occupied orbital energy = -8.00 eV
frontier orbital gap = 8.846 eV
charge = 0

=====

Winner for stability: version b

=====

Version a
# C8H24BeN2O14

C8H24BeN2O14 as an isolated structure (ωB97M-V with the def2-TZVPD basis set, OMol25).

XYZ file:
```
49
Properties=species:S:1:pos:R:3:mulliken_spin:R:1
Be 0.95 -0.41 -0.23 1.035
N 2.24 -2.49 -2.65 0.013
O 3.10 -2.93 -3.39 -0.002
O 1.26 -3.17 -2.38 -0.008
O 2.32 -1.27 -2.22 -0.043
N 1.37 -3.47 1.50 0.011
O 0.36 -4.04 1.27 -0.001
O 1.80 -2.58 0.83 -0.066
O 2.04 -3.84 2.43 0.002
C -0.29 2.33 -2.67 0.001
C 0.00 2.89 -1.19 -0.014
O -0.35 1.89 -0.24 0.108
O 0.58 1.22 -2.90 -0.032
H -0.15 3.07 -3.46 0.003
H -1.35 2.13 -2.81 -0.002
H -0.70 3.65 -0.84 0.002
H 0.99 3.32 -1.08 0.001
H -1.13 2.17 0.24 -0.009
H 0.51 0.82 -3.77 0.007
C -2.39 -0.68 -1.46 0.016
C -3.28 -1.86 -0.90 0.016
O -2.83 -2.44 0.27 -0.005
O -1.05 -1.13 -1.56 -0.074
H -2.38 0.19 -0.80 -0.013
H -2.80 -0.37 -2.43 0.003
H -3.32 -2.72 -1.57 -0.001
H -4.32 -1.55 -0.89 0.000
H -2.29 -3.20 0.09 0.002
H -0.82 -1.58 -2.37 0.014
C 3.83 1.45 0.56 0.011
C 2.90 1.54 1.84 -0.033
O 2.15 0.41 2.00 0.026
O 2.96 1.07 -0.51 -0.071
H 4.60 0.77 0.92 -0.005
H 4.17 2.47 0.38 0.004
H 2.13 2.30 1.86 -0.004
H 3.47 1.75 2.74 0.004
H 1.63 0.42 2.80 0.005
H 3.38 0.68 -1.28 0.010
C -2.48 0.70 2.57 0.008
C -1.17 -0.05 2.69 0.004
O -0.88 -0.89 1.52 0.115
O -2.39 1.80 1.72 -0.024
H -2.76 1.10 3.55 0.001
H -3.31 0.10 2.19 -0.002
H -1.26 -0.79 3.48 -0.002
H -0.26 0.50 2.96 -0.009
H -1.57 -1.56 1.56 -0.010
H -3.23 2.25 1.60 0.006
```

Results
M = 381.29 g mol⁻¹
multiplicity = 2
highest occupied orbital energy (spin up / spin down) = -1.82 / -4.03 eV
frontier orbital gap (spin up / spin down) = 3.779 / 5.954 eV
expectation value of S² = 0.7509
charge = -1

=====

Version b
# C8H24BeN2O14

C8H24BeN2O14 as an isolated structure (ωB97M-V with the def2-TZVPD basis set, OMol25).

XYZ file:
```
49
Properties=species:S:1:pos:R:3:mulliken_spin:R:1
Be -0.56 0.00 0.07 1.053
N -1.97 -0.30 -3.34 0.019
O -1.16 -0.55 -2.42 -0.023
O -3.13 -0.58 -3.20 -0.001
O -1.61 0.39 -4.28 0.003
N -3.56 1.22 -0.18 0.014
O -4.63 1.78 -0.41 -0.001
O -3.51 0.25 0.49 -0.010
O -2.53 1.66 -0.70 -0.048
C 1.83 2.04 -1.89 0.016
C 2.06 3.41 -2.46 0.000
O 1.10 3.67 -3.43 0.002
O 0.56 1.92 -1.30 0.145
H 2.61 1.78 -1.17 -0.003
H 1.88 1.30 -2.68 0.000
H 3.06 3.45 -2.88 0.000
H 1.90 4.16 -1.69 0.001
H 1.55 3.98 -4.22 -0.001
H 0.03 2.46 -1.89 -0.011
C -0.51 2.46 2.33 -0.008
C 0.80 1.79 2.74 0.017
O 1.45 1.05 1.60 -0.097
O -1.42 1.44 2.09 -0.022
H -0.27 2.85 1.34 -0.005
H -0.80 3.27 2.99 -0.001
H 0.64 1.16 3.61 0.001
H 1.41 2.65 3.02 0.006
H 2.30 0.70 1.87 0.038
H -2.27 1.75 2.41 0.003
C -2.03 -2.50 1.88 0.027
C -0.80 -2.41 2.73 -0.040
O -0.20 -1.18 2.90 -0.014
O -1.70 -2.16 0.51 -0.044
H -2.83 -1.93 2.35 -0.004
H -2.31 -3.56 1.88 0.005
H 0.04 -2.93 2.28 0.004
H -0.86 -2.79 3.75 -0.001
H -0.18 -0.95 3.83 -0.013
H -2.47 -2.47 0.04 0.002
C 1.96 -2.50 -0.19 0.049
C 1.48 -3.22 -1.42 0.007
O 2.11 -4.42 -1.74 0.000
O 1.71 -1.15 -0.40 -0.008
H 2.97 -2.73 0.15 0.002
H 1.21 -2.72 0.56 -0.054
H 1.73 -2.73 -2.36 -0.003
H 0.39 -3.17 -1.43 -0.001
H 2.15 -4.90 -0.91 0.002
H 2.41 -0.68 -0.86 -0.003
```

Results
M = 381.29 g mol⁻¹
multiplicity = 2
highest occupied orbital energy (spin up / spin down) = -2.48 / -4.14 eV
frontier orbital gap (spin up / spin down) = 4.656 / 6.201 eV
expectation value of S² = 0.7507
charge = -1

=====

Winner for stability: version a